Record 1
Entry from the Open Molecules 2025 dataset: a single C3H4O3 molecule (wB97M-V/def2-TZVPD).

ORCA input file:
```
! wB97M-V def2-TZVPD RIJCOSX def2/J DEFGRID3
* xyz 0 1
O 1.991 0.200 -0.379
C 0.903 -0.295 0.355
C -0.367 0.445 -0.022
O -0.385 1.644 -0.190
C -1.655 -0.343 -0.250
O -1.699 -1.548 -0.187
H 1.917 1.164 -0.376
H 0.802 -1.363 0.155
H 1.043 -0.171 1.444
H -2.523 0.291 -0.510
*
```

SMILES   O=CC(=O)CO
HOMO energy   -10.147 eV
Electronic energy   -9317.06811 eV
Frontier orbital gap   0.3394 Ha

Record 2
Entry from the Open Molecules 2025 dataset: 2 unconnected molecules or ions with the total composition C3H4O3 in a non-equilibrium geometry (wB97M-V/def2-TZVPD).

ORCA input file:
```
! wB97M-V def2-TZVPD RIJCOSX def2/J DEFGRID3
* xyz 0 1
O 2.917 0.046 0.060
C 1.939 0.581 -0.268
O 1.070 1.251 -0.679
C -1.174 0.299 0.259
C -0.352 -0.850 -0.155
O 0.680 -1.176 0.390
H -0.683 1.050 0.880
H -1.829 0.737 -0.501
H -1.721 -0.426 0.900
H -0.847 -1.513 -0.886
*
```

SMILES   O=C=O.CC=O
HOMO energy   -10.330 eV
Electronic energy   -9317.93401 eV
Frontier orbital gap   0.4094 Ha

Record 3
Entry from the Open Molecules 2025 dataset: 2 unconnected molecules or ions with the total composition C3H4O3 in a non-equilibrium geometry (wB97M-V/def2-TZVPD).

ORCA input file:
```
! wB97M-V def2-TZVPD RIJCOSX def2/J DEFGRID3
* xyz 0 1
C -1.492 0.305 -0.343
C -0.959 -0.679 0.646
O 2.433 -0.360 0.044
C 2.745 0.641 -0.465
O -0.814 1.168 -0.873
O 3.269 1.586 -0.887
H -2.509 0.088 -0.739
H -0.830 -0.080 1.577
H -0.117 -1.224 0.194
H -1.726 -1.444 0.845
*
```

SMILES   O=C=O.CC=O
HOMO energy   -10.049 eV
Electronic energy   -9318.32430 eV
Frontier orbital gap   0.3930 Ha

Record 4
Entry from the Open Molecules 2025 dataset: a single C3H4O3 molecule in a non-equilibrium geometry (wB97M-V/def2-TZVPD).

ORCA input file:
```
! wB97M-V def2-TZVPD RIJCOSX def2/J DEFGRID3
* xyz 0 1
C -0.782 0.450 -0.377
C 0.261 -0.273 0.430
C 1.692 -0.126 -0.046
O -2.076 0.048 0.006
O -0.057 -0.966 1.369
O 2.568 0.411 0.567
H -1.961 -0.499 0.808
H -0.867 0.003 -1.401
H -0.644 1.536 -0.314
H 1.865 -0.584 -1.043
*
```

SMILES   O=CC(=O)CO
HOMO energy   -10.275 eV
Electronic energy   -9316.63610 eV
Frontier orbital gap   0.3698 Ha

Record 5
Entry from the Open Molecules 2025 dataset: 2 unconnected molecules or ions with the total composition C3H4O3 in a non-equilibrium geometry (wB97M-V/def2-TZVPD).

ORCA input file:
```
! wB97M-V def2-TZVPD RIJCOSX def2/J DEFGRID3
* xyz 0 1
C 2.713 -0.057 0.101
C 1.515 -0.050 0.012
C -0.993 -0.078 -0.051
O -1.199 -0.801 1.125
O -1.325 -0.641 -1.228
O -1.092 1.251 -0.049
H 3.648 0.253 0.235
H -0.534 -1.575 1.099
H -1.153 0.087 -1.927
H -1.580 1.611 0.682
*
```

HOMO energy   -8.724 eV
Electronic energy   -9312.73354 eV
Frontier orbital gap   0.3164 Ha

Record 6
Entry from the Open Molecules 2025 dataset: a single C3H4O3 molecule (wB97M-V/def2-TZVPD).

ORCA input file:
```
! wB97M-V def2-TZVPD RIJCOSX def2/J DEFGRID3
* xyz 0 1
O 0.128 -0.418 -2.099
C -0.342 0.063 -0.876
C 0.500 -0.460 0.268
O 1.440 -1.188 0.154
C -0.528 1.019 1.693
O 0.143 -0.113 1.583
H 0.911 -0.960 -1.934
H -0.371 1.155 -0.879
H -1.372 -0.274 -0.700
H -0.511 1.178 2.790
*
```

HOMO energy   -9.662 eV
Electronic energy   -9314.83119 eV
Frontier orbital gap   0.3398 Ha

Record 7
Entry from the Open Molecules 2025 dataset: 2 unconnected molecules or ions with the total composition C3H4O3 in a non-equilibrium geometry (wB97M-V/def2-TZVPD).

ORCA input file:
```
! wB97M-V def2-TZVPD RIJCOSX def2/J DEFGRID3
* xyz 0 1
C 0.008 0.303 0.789
C -0.048 -1.825 -0.940
C -0.418 1.852 0.940
O 0.602 -0.436 1.532
O -0.625 -2.824 -0.600
O 0.760 -1.516 -1.914
H -1.378 2.114 0.398
H 0.316 2.417 0.465
H -0.334 2.191 1.895
H 1.116 -2.275 -2.566
*
```

HOMO energy (alpha / beta)   -8.014 / -8.430 eV
Electronic energy   -9314.12839 eV
Frontier orbital gap (alpha / beta)   0.2780 / 0.3128 Ha

Record 8
Entry from the Open Molecules 2025 dataset: a single C3H4O3 molecule (wB97M-V/def2-TZVPD).

ORCA input file:
```
! wB97M-V def2-TZVPD RIJCOSX def2/J DEFGRID3
* xyz 0 1
O 0.628 1.682 -0.852
C 1.175 0.780 -0.277
C 0.583 -0.602 -0.094
O -0.732 -0.679 -0.617
C -1.624 -0.111 0.212
O -1.351 0.341 1.293
H 2.178 0.899 0.184
H 1.210 -1.348 -0.591
H 0.559 -0.822 0.977
H -2.627 -0.139 -0.236
*
```

SMILES   O=CCOC=O
HOMO energy   -10.335 eV
Electronic energy   -9317.59897 eV
Frontier orbital gap   0.4117 Ha

Record 9
Entry from the Open Molecules 2025 dataset: a molecular structure, C3H4O3 in a non-equilibrium geometry (wB97M-V/def2-TZVPD).

ORCA input file:
```
! wB97M-V def2-TZVPD RIJCOSX def2/J DEFGRID3
* xyz 0 1
O 1.710 -0.799 0.292
C 0.505 -0.315 0.082
C 1.266 0.864 -0.152
O -0.531 -0.039 1.031
C -1.400 -0.512 0.026
O -0.344 -0.922 -0.833
H 1.301 1.366 -1.124
H 1.496 1.444 0.732
H -2.016 0.262 -0.448
H -1.986 -1.347 0.395
*
```

HOMO energy   -10.012 eV
Electronic energy   -9314.51720 eV
Frontier orbital gap   0.3707 Ha

Record 10
Entry from the Open Molecules 2025 dataset: a single C3H4O3 molecule (wB97M-V/def2-TZVPD).

ORCA input file:
```
! wB97M-V def2-TZVPD RIJCOSX def2/J DEFGRID3
* xyz 0 1
O 0.906 1.574 0.141
C 1.359 0.481 -0.089
C 0.465 -0.759 -0.089
O -0.754 -0.363 -0.701
C -1.627 0.293 0.096
O -1.712 0.174 1.285
H 2.421 0.344 -0.367
H 0.895 -1.569 -0.682
H 0.302 -1.119 0.934
H -2.255 0.943 -0.529
*
```

SMILES   O=CCOC=O
HOMO energy   -10.349 eV
Electronic energy   -9317.40311 eV
Frontier orbital gap   0.4016 Ha

Record 11
Entry from the Open Molecules 2025 dataset: a single C3H4O3 molecule (wB97M-V/def2-TZVPD).

ORCA input file:
```
! wB97M-V def2-TZVPD RIJCOSX def2/J DEFGRID3
* xyz 0 1
O 0.103 -0.918 -1.156
C 0.281 0.220 -0.336
C 1.083 -0.405 0.806
O 2.282 -0.344 0.859
C -1.087 0.792 -0.009
O -2.072 0.127 -0.236
H -0.811 -1.227 -1.000
H 0.911 1.005 -0.782
H 0.485 -1.068 1.461
H -1.175 1.819 0.392
*
```

SMILES   O=CC(O)C=O
HOMO energy   -10.168 eV
Electronic energy   -9316.89391 eV
Frontier orbital gap   0.3734 Ha

Record 12
Entry from the Open Molecules 2025 dataset: 2 unconnected molecules or ions with the total composition C3H4O3S in a non-equilibrium geometry (wB97M-V/def2-TZVPD).

ORCA input file:
```
! wB97M-V def2-TZVPD RIJCOSX def2/J DEFGRID3
* xyz 0 1
C 0.178 -2.759 -0.044
C -0.820 -2.086 -0.089
C -0.182 0.843 0.418
O -2.724 0.381 -1.469
O -3.690 -0.367 0.742
O -1.544 0.905 0.725
S -2.544 -0.071 -0.073
H 0.515 -3.749 -0.213
H -0.002 -0.332 0.171
H 0.391 1.045 1.364
H 0.210 1.534 -0.479
*
```

HOMO energy (alpha / beta)   -10.568 / -10.564 eV
Electronic energy   -20146.21364 eV
Frontier orbital gap (alpha / beta)   0.2921 / 0.2919 Ha